[1]
{"formula": "C24H31F3FeN3P2STe4", "method": "ωB97M-V with the def2-TZVPD basis set", "symbols": ["Fe", "C", "P", "C", "N", "C", "C", "C", "C", "C", "C", "N", "C", "P", "C", "C", "C", "C", "C", "C", "C", "C", "C", "H", "H", "H", "H", "H", "H", "H", "H", "H", "H", "H", "H", "H", "H", "H", "H", "H", "H", "H", "H", "H", "H", "H", "H", "H", "H", "H", "H", "F", "C", "F", "F", "C", "C", "C", "C", "N", "C", "S", "H", "H", "H", "Te", "Te", "Te", "Te"], "coordinates": [[1.233, -0.080, -1.186], [0.584, 1.723, 2.031], [0.058, 1.625, 0.274], [-1.613, 0.891, 0.469], [-2.664, 1.655, 0.553], [-3.880, 1.051, 0.664], [-5.048, 1.839, 0.706], [-6.268, 1.234, 0.833], [-6.369, -0.171, 0.927], [-5.249, -0.954, 0.886], [-3.982, -0.352, 0.748], [-2.870, -1.136, 0.687], [-1.719, -0.549, 0.518], [-0.218, -1.593, 0.291], [0.301, -1.880, 2.034], [-0.732, -3.318, -0.181], [-1.494, -4.059, 0.922], [0.585, -4.054, -0.477], [-1.561, -3.261, -1.456], [-0.061, 3.427, -0.191], [1.396, 3.919, -0.184], [-0.890, 4.283, 0.770], [-0.621, 3.558, -1.605], [0.066, 2.527, 2.550], [1.660, 1.885, 2.087], [0.346, 0.797, 2.542], [-4.945, 2.913, 0.632], [-7.167, 1.834, 0.862], [-7.345, -0.628, 1.026], [-5.301, -2.033, 0.947], [-0.561, -2.067, 2.673], [0.862, -1.038, 2.421], [0.953, -2.753, 2.065], [-0.870, -4.249, 1.796], [-1.801, -5.030, 0.527], [-2.386, -3.517, 1.230], [1.323, -3.947, 0.322], [1.036, -3.698, -1.404], [0.376, -5.121, -0.586], [-2.491, -2.713, -1.320], [-1.804, -4.279, -1.773], [-0.992, -2.789, -2.254], [1.822, 3.916, 0.821], [1.414, 4.950, -0.545], [2.032, 3.319, -0.838], [-0.454, 4.326, 1.768], [-1.915, 3.929, 0.843], [-0.901, 5.306, 0.385], [-0.014, 3.010, -2.329], [-0.601, 4.613, -1.892], [-1.650, 3.203, -1.671], [6.189, 0.238, -2.776], [6.293, 0.807, -1.567], [6.095, 2.125, -1.719], [7.575, 0.652, -1.175], [5.343, 0.202, -0.567], [5.843, -0.449, 0.543], [4.972, -1.024, 1.458], [3.620, -0.900, 1.219], [3.119, -0.258, 0.165], [3.950, 0.275, -0.757], [3.163, 0.976, -2.136], [6.912, -0.514, 0.688], [5.333, -1.547, 2.332], [2.898, -1.318, 1.909], [-0.973, 0.453, -2.982], [-2.048, -1.368, -4.578], [0.172, -2.981, -5.243], [1.935, -1.830, -3.733]], "lowdin_charge": [-0.066, -0.218, 0.952, -0.440, 0.145, -0.199, -0.009, -0.070, -0.070, -0.009, -0.198, 0.142, -0.418, 0.985, -0.242, -0.708, -0.094, -0.102, -0.153, -0.707, -0.099, -0.092, -0.157, 0.041, 0.046, 0.016, 0.115, 0.106, 0.106, 0.115, 0.057, 0.000, 0.039, 0.071, 0.088, 0.064, 0.068, 0.020, 0.094, 0.066, 0.097, -0.059, 0.075, 0.093, 0.039, 0.066, 0.059, 0.088, 0.008, 0.090, 0.052, 0.137, -0.609, 0.134, 0.124, -0.116, 0.006, -0.048, -0.128, -0.025, -0.665, 0.569, 0.125, 0.105, 0.087, 0.198, 0.024, 0.053, 0.138], "homo_ev": [-6.5821, -6.7540], "multiplicity": 6, "lumo_energy_ev": [-0.7, -1.7], "relative_energy_kcal_mol": 0.0}

---

[2]
{"formula": "C24H31F4IrN8O6", "method": "ωB97M-V with the def2-TZVPD basis set", "symbols": ["Ir", "O", "C", "O", "C", "C", "C", "C", "C", "O", "C", "C", "O", "O", "H", "H", "H", "H", "H", "H", "H", "H", "C", "N", "C", "C", "O", "N", "C", "N", "H", "H", "H", "H", "H", "H", "H", "F", "C", "F", "F", "C", "C", "C", "N", "C", "C", "H", "H", "H", "H", "F", "C", "N", "C", "N", "C", "N", "C", "N", "C", "C", "H", "H", "H", "H", "H", "H", "H", "H", "H", "H", "H", "H"], "coordinates": [[-0.243, 0.240, -0.290], [-3.016, -1.801, 1.401], [-2.040, -1.137, 1.628], [-1.806, -0.002, 0.952], [-0.980, -1.569, 2.615], [-0.037, -0.414, 2.968], [0.896, -0.511, 4.196], [2.277, -0.826, 3.582], [1.869, -1.334, 2.211], [0.872, -0.367, 1.858], [-0.242, -2.765, 1.929], [-0.302, -2.911, 0.386], [-0.546, -4.015, -0.053], [0.038, -1.907, -0.364], [-1.494, -1.931, 3.507], [-0.596, 0.518, 2.966], [0.577, -1.293, 4.880], [0.908, 0.432, 4.737], [2.856, -1.546, 4.155], [2.869, 0.081, 3.447], [3.087, -0.287, 0.956], [-0.667, -3.703, 2.279], [2.195, -4.130, -1.025], [2.379, -3.270, 0.146], [2.081, -3.781, 1.479], [1.281, -2.778, 2.310], [1.225, -3.247, 3.589], [2.838, -1.247, 1.158], [2.719, -2.005, 0.036], [3.015, -1.432, -1.135], [2.201, -5.161, -0.684], [3.025, -4.015, -1.721], [1.237, -3.920, -1.501], [3.005, -4.014, 2.014], [1.492, -4.689, 1.377], [2.808, -0.441, -1.197], [2.861, -1.959, -1.976], [-2.239, -2.765, -6.047], [-3.201, -1.992, -5.521], [-4.257, -2.766, -5.264], [-3.556, -1.097, -6.452], [-2.692, -1.306, -4.269], [-1.862, -0.203, -4.389], [-1.360, 0.362, -3.237], [-1.645, -0.119, -2.019], [-2.458, -1.177, -1.907], [-3.009, -1.792, -3.017], [-1.614, 0.213, -5.355], [-0.705, 1.221, -3.277], [-2.689, -1.518, -0.907], [-3.664, -2.642, -2.889], [1.672, 0.513, -0.850], [-1.626, 3.042, 0.266], [-0.268, 2.522, -0.101], [0.675, 2.902, 1.003], [0.705, 4.331, 1.220], [-0.653, 4.781, 1.550], [-1.605, 4.473, 0.480], [-1.142, 5.127, -0.747], [0.203, 4.682, -1.129], [0.176, 3.251, -1.332], [1.120, 4.984, -0.027], [-1.953, 2.519, 1.165], [-2.307, 2.795, -0.551], [1.664, 2.534, 0.728], [0.338, 2.399, 1.911], [-0.640, 5.859, 1.712], [-0.978, 4.293, 2.470], [-1.126, 6.205, -0.589], [-1.838, 4.905, -1.558], [1.163, 2.875, -1.602], [-0.539, 3.017, -2.124], [1.144, 6.062, 0.129], [2.123, 4.646, -0.292]], "lowdin_charge": [1.717, 0.140, -0.553, -0.212, -0.083, -0.227, -0.057, -0.042, -0.367, -0.139, -0.023, -0.593, 0.098, -0.171, 0.174, 0.143, 0.121, 0.123, 0.135, 0.132, 0.158, 0.169, 0.012, -0.051, -0.013, -0.381, 0.145, 0.213, -0.357, 0.220, 0.109, 0.098, 0.093, 0.156, 0.147, 0.054, 0.113, 0.164, -0.590, 0.163, 0.160, -0.077, 0.032, -0.097, -0.059, -0.070, 0.059, 0.136, 0.101, 0.103, 0.139, -0.471, -0.170, -0.208, -0.178, -0.077, -0.149, -0.076, -0.150, -0.078, -0.181, -0.150, 0.119, 0.132, 0.120, 0.118, 0.134, 0.133, 0.134, 0.132, 0.121, 0.111, 0.134, 0.133], "homo_ev": [-10.6545, -11.8330], "charge": 1, "multiplicity": 6, "lumo_energy_ev": [-2.8, -4.9], "relative_energy_kcal_mol": 11.6}

---

[3]
{"formula": "C24H31HfN3O3P", "method": "ωB97M-V with the def2-TZVPD basis set", "symbols": ["Hf", "C", "C", "C", "C", "C", "C", "N", "N", "C", "C", "C", "C", "C", "C", "H", "H", "H", "H", "H", "H", "H", "H", "H", "N", "C", "C", "C", "C", "C", "C", "H", "H", "H", "H", "H", "H", "H", "C", "C", "O", "P", "O", "C", "C", "O", "C", "C", "H", "H", "H", "H", "H", "H", "H", "H", "H", "H", "H", "H", "H", "H", "H"], "coordinates": [[-0.295, 0.631, -0.285], [-5.347, -1.864, -0.568], [-4.632, -1.461, 0.532], [-3.247, -1.200, 0.391], [-2.576, -1.474, -0.774], [-3.329, -1.901, -1.884], [-4.680, -2.152, -1.774], [-1.182, -1.276, -0.966], [-0.574, -2.096, -1.705], [0.714, -1.646, -2.037], [1.486, -2.477, -2.814], [2.794, -2.100, -3.145], [3.266, -0.869, -2.754], [2.413, 0.022, -2.087], [1.156, -0.351, -1.671], [-6.388, -2.137, -0.443], [-5.063, -1.373, 1.500], [-2.656, -0.883, 1.328], [-2.866, -2.072, -2.832], [-5.103, -2.374, -2.718], [1.168, -3.478, -3.048], [3.401, -2.874, -3.571], [4.194, -0.558, -3.112], [2.775, 0.995, -1.743], [-1.831, 2.298, -0.601], [-1.342, 2.236, -1.907], [-0.202, 2.891, -2.198], [0.473, 2.546, -3.324], [0.058, 1.542, -4.234], [-1.106, 0.876, -3.868], [-1.853, 1.204, -2.758], [-1.798, 3.230, -0.149], [-2.847, 2.017, -0.462], [0.302, 3.736, -1.696], [1.384, 3.053, -3.607], [0.571, 1.321, -5.111], [-1.443, 0.070, -4.502], [-2.838, 0.748, -2.450], [2.217, -0.520, 5.657], [2.446, 0.422, 4.459], [1.464, 0.253, 3.318], [1.886, 0.086, 1.881], [1.218, 1.403, 0.962], [2.135, 2.614, 0.871], [2.132, 3.484, 2.122], [0.436, -0.658, 1.449], [0.346, -2.085, 1.851], [-0.490, -2.171, 3.105], [3.120, -0.513, 6.230], [2.146, -1.515, 5.305], [1.400, -0.285, 6.293], [3.407, 0.273, 3.849], [2.326, 1.453, 4.771], [1.763, 3.161, 0.066], [3.094, 2.268, 0.498], [1.173, 3.784, 2.462], [2.724, 4.331, 1.758], [2.715, 2.965, 2.913], [1.362, -2.403, 2.061], [-0.073, -2.602, 1.005], [-0.150, -1.375, 3.779], [-0.221, -3.123, 3.551], [-1.532, -2.046, 2.833]], "lowdin_charge": [1.839, -0.011, -0.033, -0.045, -0.298, -0.029, -0.003, -0.122, 0.181, -0.292, 0.041, 0.001, -0.003, -0.091, -0.207, 0.133, 0.117, 0.118, 0.113, 0.118, 0.136, 0.130, 0.112, 0.103, 0.014, -0.434, -0.079, -0.029, 0.025, -0.027, -0.017, 0.163, 0.172, 0.153, 0.137, 0.117, 0.135, 0.147, -0.024, -0.156, -0.302, 0.949, -0.499, -0.198, -0.017, -0.467, -0.208, -0.026, 0.094, 0.068, 0.085, 0.129, 0.113, 0.073, 0.127, 0.085, 0.115, 0.089, 0.119, 0.108, 0.078, 0.109, 0.070], "homo_ev": -17.4590, "charge": 3, "multiplicity": 1, "lumo_energy_ev": -10.6, "relative_energy_kcal_mol": 3.2}

---

[4]
{"formula": "C24H31IrN3O7S", "method": "ωB97M-V with the def2-TZVPD basis set", "symbols": ["Ir", "C", "C", "O", "C", "C", "O", "C", "C", "O", "C", "C", "O", "H", "H", "H", "H", "H", "H", "H", "H", "H", "H", "H", "H", "H", "H", "H", "H", "O", "N", "O", "C", "C", "C", "C", "C", "C", "N", "C", "C", "N", "C", "C", "C", "C", "H", "H", "H", "H", "H", "H", "H", "O", "S", "C", "C", "C", "C", "H", "H", "H", "H", "H", "H", "H", "H"], "coordinates": [[0.243, -1.318, -0.116], [1.337, -4.000, 0.737], [2.440, -2.941, 0.822], [1.898, -1.607, 1.097], [1.527, -1.340, 2.492], [0.089, -1.746, 2.764], [-0.701, -1.112, 1.713], [-2.122, -1.450, 1.616], [-2.561, -1.054, 0.214], [-1.677, -1.696, -0.767], [-1.981, -3.146, -0.914], [-0.730, -4.007, -0.756], [0.147, -3.332, 0.192], [1.646, -4.804, 0.068], [1.052, -4.434, 1.694], [3.177, -3.179, 1.588], [2.959, -2.820, -0.125], [2.224, -1.872, 3.140], [1.676, -0.270, 2.621], [-0.070, -2.824, 2.732], [-0.243, -1.371, 3.733], [-2.237, -2.519, 1.809], [-2.671, -0.894, 2.374], [-3.591, -1.344, 0.007], [-2.452, 0.014, 0.041], [-2.731, -3.390, -0.166], [-2.412, -3.268, -1.906], [-0.972, -4.994, -0.363], [-0.208, -4.118, -1.706], [1.354, 3.457, -5.809], [1.183, 3.529, -4.625], [1.083, 4.527, -3.949], [1.111, 2.219, -3.891], [1.627, 1.144, -4.541], [1.659, -0.133, -3.899], [2.210, -1.273, -4.515], [2.235, -2.457, -3.820], [1.695, -2.495, -2.536], [1.155, -1.434, -1.944], [1.145, -0.250, -2.607], [0.638, 0.888, -1.905], [0.261, 0.686, -0.625], [0.072, 1.895, 0.178], [-0.404, 3.068, -0.619], [-0.138, 3.208, -1.917], [0.572, 2.144, -2.583], [2.018, 1.273, -5.544], [2.618, -1.208, -5.517], [2.661, -3.355, -4.247], [1.709, -3.421, -1.978], [1.048, 2.129, 0.639], [-0.940, 3.831, -0.071], [-0.450, 4.083, -2.464], [-0.895, 1.695, 1.237], [-0.408, 2.163, 2.739], [-2.055, 2.319, 3.524], [-2.144, 3.759, 4.036], [-1.457, 4.635, 2.998], [-0.121, 3.962, 2.707], [-2.148, 1.551, 4.289], [-2.748, 2.137, 2.699], [-1.660, 3.848, 5.009], [-3.195, 4.015, 4.168], [-1.272, 5.639, 3.381], [-2.055, 4.732, 2.090], [0.612, 4.105, 3.509], [0.370, 4.219, 1.768]], "lowdin_charge": [1.565, -0.056, -0.071, -0.262, -0.067, -0.084, -0.309, -0.073, -0.085, -0.256, -0.038, -0.068, -0.312, 0.159, 0.149, 0.164, 0.132, 0.165, 0.134, 0.136, 0.163, 0.147, 0.157, 0.167, 0.130, 0.141, 0.164, 0.169, 0.126, 0.173, -0.320, 0.130, -0.016, 0.146, -0.077, 0.098, 0.048, -0.056, -0.020, -0.117, -0.105, 0.019, -0.334, 0.053, 0.055, 0.004, 0.163, 0.161, 0.149, 0.114, 0.171, 0.132, 0.141, -0.373, 1.223, -0.247, -0.181, -0.182, -0.261, 0.109, 0.114, 0.140, 0.149, 0.149, 0.129, 0.129, 0.103], "homo_ev": [-19.8531, -20.6543], "charge": 4, "multiplicity": 2, "lumo_energy_ev": [-12.2, -14.0], "relative_energy_kcal_mol": 0.0}